[1]
Computed, not measured: one molecule with the formula C4H10O2, with ωB97M-V/def2-TZVPD.

Positions of all 16 atoms, in Å:
H 0.124 2.517 -0.153
H -2.305 -1.965 -0.826
H 1.685 0.227 -1.067
H 1.345 2.162 1.074
C -0.387 0.006 -0.523
O -0.484 -1.323 -0.052
C -1.805 -1.770 0.133
H -0.595 0.044 -1.605
C 1.088 2.025 0.020
H -1.756 -2.697 0.708
O 1.524 -0.102 0.960
H -1.136 0.633 -0.014
H -2.399 -1.033 0.695
H 1.847 2.531 -0.581
C 1.041 0.508 -0.218
H 1.011 -0.917 1.065

Force components x, y, z for each atom (eV/Å):
0.1313 -0.0979 -0.0842
0.0714 0.0423 0.1076
-0.0697 0.0488 0.2028
-0.0633 0.0666 -0.1769
-0.0040 0.2079 0.0111
0.0485 -0.0387 -0.0484
-0.2692 -0.1120 0.0352
0.0667 0.0758 0.1847
0.0080 0.0497 -0.0499
-0.0310 0.1086 -0.1224
-0.0566 -0.2123 0.1657
0.1277 -0.0849 0.0453
0.1088 -0.1133 -0.0737
-0.1012 -0.0909 0.0214
-0.1291 0.2014 -0.2196
0.1617 -0.0509 0.0011

Results
Total energy in hartree: -308.85260
Structure (SMILES): COC[C@@H](C)O
F_max in eV/Å: 0.325
ΔE to the lowest compared entry with this formula, charge and spin in kcal/mol: 28.6
Charge: 0


[2]
Computed, not measured: C8H11AlF4N2O2PS2 as an isolated structure at a distorted geometry, with ωB97M-V/def2-TZVPD.

Positions of all 31 atoms, in Å:
S 1.158 0.631 -2.052
F -5.590 -0.163 2.212
C -1.380 -0.690 0.480
C 3.809 0.210 -1.289
H 1.358 1.960 -1.643
H 1.010 -2.743 -2.034
H 2.142 1.651 0.687
P 2.337 -2.149 -2.086
H -2.196 1.180 -0.530
H 2.044 0.703 2.274
C 0.061 1.061 1.237
C -2.249 0.028 -0.654
F -6.695 2.473 1.705
H 1.233 -1.447 0.659
Al -5.417 1.323 1.255
C 2.350 -0.485 -1.127
F -5.550 0.933 -0.475
O -1.237 -1.958 0.392
O -0.779 -0.057 1.611
H -0.219 1.574 0.254
C 3.395 -1.150 1.146
C 2.018 -0.639 0.443
S 3.675 -3.420 -1.458
C 1.634 0.734 1.190
H -1.704 -0.183 -1.658
H -0.081 1.863 2.065
N 4.942 0.537 -1.541
N 4.427 -1.596 1.591
H -3.326 -0.342 -0.748
F -3.824 2.051 1.573
H 2.655 -1.887 -3.481

Force components x, y, z for each atom (eV/Å):
-0.0450 0.2709 0.0967
0.2500 1.5414 -1.0555
-0.2383 -4.7224 -0.5246
2.8939 -0.5858 -1.2154
0.3555 -1.5401 0.0418
0.5745 1.1816 -0.0404
-0.7013 -1.6293 0.7515
1.2424 -1.2944 -0.1628
-0.5607 -2.0142 -0.0449
-0.7035 -0.1880 -1.8812
0.5918 1.8144 0.6320
1.4806 1.3442 -0.1933
1.3643 -1.1765 -0.5029
1.0135 1.1538 -0.4925
-0.3099 0.0146 0.2598
1.4352 2.3905 0.4387
0.2951 0.3368 1.6497
-0.3452 5.2922 0.5778
-0.0885 0.1077 -2.9493
-0.0028 -1.0722 1.3616
2.7506 -1.8218 0.8056
1.9094 -0.3547 1.3217
-0.4623 0.3740 0.0659
-0.1300 0.3343 0.3291
-0.9244 0.0978 1.7748
0.2020 -1.3839 -1.3987
-5.6967 -1.3096 1.3149
-5.4766 2.5532 -2.1532
1.5914 0.4858 0.6298
-1.4192 -0.7430 -0.4358
-0.8462 0.5425 0.9990

Results
Total energy in hartree: -2351.32726
F_max in eV/Å: 6.415
Charge: -1


[3]
Computed, not measured: an isolated ion of composition C11H14NO and charge +1 at a distorted geometry, with ωB97M-V/def2-TZVPD.

Positions of all 27 atoms, in Å:
C 1.096 -0.131 0.070
C 1.761 -1.019 -0.832
C 3.208 0.773 0.725
C 3.906 -0.143 -0.084
O -0.560 -2.429 1.486
H -3.107 -0.542 -1.708
H 1.242 -1.784 -1.479
H 3.661 1.441 1.362
N -0.425 -0.269 0.274
H -0.709 1.780 1.149
C 1.781 0.781 0.881
H 1.217 1.309 1.617
C 3.136 -0.949 -0.925
H -0.658 -0.334 -1.798
H -0.023 -0.573 2.289
C -1.364 0.814 0.906
H -1.984 1.625 -0.955
H -1.767 0.283 1.852
C -0.311 -1.267 1.422
H -0.966 -1.939 -0.928
C -2.412 1.017 -0.217
C -1.060 -0.868 -0.952
H -2.995 -1.092 -0.060
C -2.528 -0.413 -0.785
H -3.336 1.453 0.131
H 5.019 -0.289 -0.267
H 3.572 -1.508 -1.726

Force components x, y, z for each atom (eV/Å):
-0.0001 0.3443 -0.2024
-1.4011 0.1598 0.0680
-1.4835 -1.3996 -0.1309
0.0076 0.3234 -0.8877
0.3340 1.7304 -1.1100
0.2802 0.3694 0.1690
0.4448 1.2313 0.8916
1.5597 1.3000 1.1542
1.2808 -1.8921 0.0635
-1.6360 -2.2273 -0.3514
1.2676 -2.2307 -2.1510
0.3205 0.7570 0.3198
-0.5304 0.1542 0.2527
0.4787 -0.3617 -0.3604
-0.0321 -1.4058 -0.6744
1.1095 1.2085 0.1969
0.5204 1.1581 -1.0765
0.4123 1.3901 -1.4893
-0.2301 -0.1131 2.4401
0.3463 -0.2870 -0.2463
0.3369 -1.8696 1.1295
-1.9889 1.5700 0.6523
-0.0869 0.2461 0.0300
-0.1227 -0.6455 0.1850
-0.1942 0.0151 0.1943
-1.4931 0.9672 0.9251
0.4998 -0.4925 0.0085

Results
Total energy in hartree: -557.23557
Structure (SMILES): O=C[N+]1(c2ccccc2)CCCC1
F_max in eV/Å: 3.348
ΔE to the lowest compared entry with this formula, charge and spin in kcal/mol: 0.0
Charge: +1